(1)
21
Properties=species:S:1:pos:R:3:forces:R:3 method="wB97M-V/def2-TZVPD" homo_energy_ev=-9.66 gap_ev=10.06 smiles="[H]/N=C/[C@](O)(c1ccccc1)[N+](=O)[O-]" total_charge=0 relative_energy_kcal_mol=71.0
H 4.083831 0.624292 0.971826 -0.127 -0.197 0.168
N 3.402714 0.491425 0.230356 0.389 0.369 -0.203
C 2.462178 -0.293874 0.445481 -1.548 -0.334 -2.044
C 1.432325 -0.469531 -0.841952 1.364 0.605 2.026
O 1.859711 0.255677 -1.910076 -0.277 0.015 0.201
C -0.009124 -0.201288 -0.478863 -0.061 0.075 -0.243
C -0.481799 -0.229564 0.825349 0.078 0.026 -0.082
C -1.814214 0.045771 1.086118 0.040 0.008 0.088
C -2.680027 0.342658 0.050864 -0.103 0.005 -0.015
C -2.216417 0.351334 -1.254964 -0.094 0.002 -0.029
C -0.888390 0.080269 -1.520051 0.149 -0.008 0.037
N 1.576930 -1.966426 -1.139752 0.065 0.170 -0.371
O 1.205903 -2.718350 -0.269223 -0.101 -0.344 0.371
O 2.065340 -2.268181 -2.192980 0.155 -0.413 -0.284
H 2.242277 -0.925391 1.300040 0.139 0.065 0.200
H 2.767092 0.562234 -1.738004 0.002 -0.060 0.190
H 0.173638 -0.459284 1.649351 0.061 -0.045 0.081
H -2.170997 0.032215 2.105000 -0.031 -0.005 0.082
H -3.715890 0.565665 0.261846 -0.068 0.000 -0.004
H -2.893202 0.570096 -2.067356 -0.042 0.026 -0.069
H -0.514662 0.093083 -2.532345 0.011 0.038 -0.099

(2)
95
Properties=species:S:1:pos:R:3:forces:R:3 method="wB97M-V/def2-TZVPD" homo_energy_ev="-15.46 / -15.45" gap_ev="6.05 / 5.89" spin_multiplicity=2 total_charge=+3 relative_energy_kcal_mol=39.0
Ti -0.043112 -0.313145 0.173672 -0.501 -1.391 0.050
N 3.583155 -2.721045 -0.020302 -0.004 -0.042 -0.053
C 3.064990 -3.595565 0.919638 0.005 0.056 0.029
C 3.630048 -4.702117 1.543738 -0.007 -0.031 -0.036
C 2.865496 -5.318090 2.508913 0.006 0.001 -0.008
C 1.586822 -4.839093 2.838066 -0.006 -0.003 0.004
C 1.030719 -3.749428 2.203623 -0.037 -0.045 -0.032
C 1.782860 -3.115927 1.210726 0.000 -0.067 0.001
N 1.533987 -1.985542 0.423146 0.205 0.265 0.006
C 2.641412 -1.789752 -0.258241 0.005 0.043 0.078
C 2.793780 -0.628650 -1.111983 -0.033 -0.042 -0.049
C 3.834437 -0.308296 -1.923065 0.014 0.031 -0.044
S 3.498394 1.131988 -2.771133 -0.013 -0.032 0.037
C 1.997502 1.219813 -2.000478 0.032 0.077 -0.021
N 1.735079 0.264072 -1.143627 -0.040 0.133 0.030
H 4.498716 -2.774740 -0.435522 0.010 0.011 0.019
H 4.618654 -5.059094 1.288376 0.007 0.016 0.024
H 3.259898 -6.177271 3.033376 -0.002 -0.002 -0.006
H 1.028361 -5.336235 3.619712 0.001 -0.006 -0.009
H 0.053167 -3.402837 2.493933 0.002 0.022 -0.003
H 4.760589 -0.840009 -2.072762 -0.007 0.003 -0.007
H 1.323317 2.026537 -2.223526 -0.008 -0.003 0.024
Se -3.026943 -7.307551 -2.082341 -0.013 -0.038 -0.009
N -2.079283 -6.090674 -2.952869 0.015 -0.004 -0.041
C -1.871552 -5.101834 -2.121667 -0.017 -0.001 0.085
C -1.121781 -3.903888 -2.467652 0.003 0.028 0.009
C -0.602284 -3.702905 -3.746800 0.016 0.004 -0.005
C 0.070049 -2.531615 -4.008832 0.000 -0.026 -0.023
C 0.233094 -1.610693 -2.981212 0.114 -0.014 0.053
N -0.225661 -1.790396 -1.745583 -0.183 -0.041 0.081
C -0.929497 -2.916973 -1.495059 -0.060 0.024 -0.013
C -1.536902 -3.052081 -0.165161 0.066 -0.053 0.019
N -1.370402 -2.033121 0.705414 0.055 0.074 0.007
C -1.883038 -2.161694 1.930438 -0.077 0.098 -0.009
C -2.629439 -3.256191 2.339324 -0.011 -0.035 0.020
C -2.833146 -4.285968 1.447667 0.015 0.005 -0.006
C -2.267569 -4.195348 0.175799 -0.005 0.019 0.026
C -2.429333 -5.249674 -0.813402 0.038 0.008 -0.085
N -3.085467 -6.358771 -0.588166 -0.028 -0.013 0.040
H -0.751749 -4.461253 -4.504472 0.002 -0.002 0.005
H 0.472398 -2.318945 -4.989264 -0.003 -0.004 0.002
H 0.766331 -0.689424 -3.174365 0.010 0.002 0.011
H -1.674286 -1.369241 2.638087 0.006 0.005 -0.012
H -3.026665 -3.287870 3.344162 0.002 -0.005 -0.002
H -3.407603 -5.165309 1.709491 -0.001 0.003 -0.005
N -1.795752 0.410635 -1.309086 0.210 0.353 -0.104
C -2.937184 1.150669 -0.720160 -0.003 -0.060 -0.005
C -3.058378 0.709992 0.717984 0.050 0.041 -0.012
N -1.698897 0.790519 1.285539 0.130 0.245 0.024
H -1.472946 0.928853 -2.122808 -0.012 -0.113 -0.076
H -2.124201 -0.479397 -1.669528 -0.006 -0.001 -0.007
H -3.858911 0.977913 -1.275367 -0.016 0.019 0.009
H -2.715019 2.218137 -0.774251 0.011 0.003 -0.004
H -3.406539 -0.320608 0.775195 0.007 -0.006 0.012
H -3.763184 1.330843 1.273349 -0.023 0.010 -0.027
H -1.692415 0.542980 2.274417 -0.034 -0.096 -0.024
H -1.443687 1.777349 1.351168 0.014 -0.005 0.033
I 0.300709 1.147334 3.828308 0.022 0.026 -0.053
C 0.950733 0.092011 2.071109 0.078 0.165 -0.054
H 1.910667 0.552341 1.809600 0.030 -0.047 0.035
H 1.196189 -0.882801 2.486294 0.033 0.000 -0.002
C -2.629021 4.961152 -3.568548 0.011 0.001 0.023
C -1.747861 3.916828 -3.833916 -0.006 -0.001 0.002
C -0.878998 3.476170 -2.851330 0.047 0.019 -0.034
C -0.877080 4.071369 -1.582642 -0.166 -0.291 0.081
C -1.771880 5.122726 -1.327965 -0.001 0.009 -0.026
C -2.629937 5.570265 -2.322839 -0.003 -0.004 -0.027
Ge 0.291841 3.693256 -0.110119 0.064 1.569 -0.007
C 2.166698 3.866438 -0.372583 -0.010 -0.437 -0.135
C 3.120676 3.277408 0.463191 0.010 0.082 0.091
C 4.466888 3.495755 0.224422 0.002 -0.008 -0.007
C 4.861915 4.294800 -0.845530 -0.027 0.001 -0.002
C 3.916043 4.886238 -1.674718 0.015 0.000 0.012
C 2.565088 4.661624 -1.453793 0.037 -0.048 -0.040
C -0.376173 4.212539 1.575527 -0.015 -0.438 0.146
C 0.546867 4.693868 2.515366 -0.005 0.037 -0.002
C 0.103643 5.151444 3.744508 -0.016 -0.004 0.007
C -1.247756 5.092353 4.058126 0.008 -0.017 -0.015
C -2.175219 4.616812 3.130820 0.009 0.005 0.021
C -1.743758 4.175284 1.896679 -0.031 0.091 -0.044
H -3.307397 5.303125 -4.338822 0.012 0.010 -0.002
H -1.732392 3.458626 -4.813915 -0.010 -0.006 0.005
H -0.199874 2.672210 -3.106534 0.014 0.012 0.006
H -1.779829 5.624684 -0.369205 -0.017 -0.022 0.010
H -3.297982 6.396577 -2.120180 0.002 -0.001 -0.005
H 2.815345 2.672620 1.310467 -0.002 -0.010 -0.014
H 5.210686 3.059944 0.878335 -0.001 -0.007 -0.009
H 5.914998 4.464803 -1.027819 -0.002 0.019 0.014
H 4.229979 5.525404 -2.489146 0.003 -0.005 0.001
H 1.832980 5.126137 -2.105485 -0.001 -0.026 -0.008
H 1.601372 4.748207 2.275995 0.001 -0.044 0.013
H 0.810856 5.549761 4.459191 -0.002 -0.014 0.007
H -1.587722 5.425197 5.030177 -0.004 0.040 -0.018
H -3.229387 4.613012 3.373713 0.007 -0.023 0.012
H -2.475837 3.851939 1.162491 0.015 -0.055 0.019

Please write out number 1 again, unchanged.
21
Properties=species:S:1:pos:R:3:forces:R:3 method="wB97M-V/def2-TZVPD" homo_energy_ev=-9.66 gap_ev=10.06 smiles="[H]/N=C/[C@](O)(c1ccccc1)[N+](=O)[O-]" total_charge=0 relative_energy_kcal_mol=71.0
H 4.083831 0.624292 0.971826 -0.127 -0.197 0.168
N 3.402714 0.491425 0.230356 0.389 0.369 -0.203
C 2.462178 -0.293874 0.445481 -1.548 -0.334 -2.044
C 1.432325 -0.469531 -0.841952 1.364 0.605 2.026
O 1.859711 0.255677 -1.910076 -0.277 0.015 0.201
C -0.009124 -0.201288 -0.478863 -0.061 0.075 -0.243
C -0.481799 -0.229564 0.825349 0.078 0.026 -0.082
C -1.814214 0.045771 1.086118 0.040 0.008 0.088
C -2.680027 0.342658 0.050864 -0.103 0.005 -0.015
C -2.216417 0.351334 -1.254964 -0.094 0.002 -0.029
C -0.888390 0.080269 -1.520051 0.149 -0.008 0.037
N 1.576930 -1.966426 -1.139752 0.065 0.170 -0.371
O 1.205903 -2.718350 -0.269223 -0.101 -0.344 0.371
O 2.065340 -2.268181 -2.192980 0.155 -0.413 -0.284
H 2.242277 -0.925391 1.300040 0.139 0.065 0.200
H 2.767092 0.562234 -1.738004 0.002 -0.060 0.190
H 0.173638 -0.459284 1.649351 0.061 -0.045 0.081
H -2.170997 0.032215 2.105000 -0.031 -0.005 0.082
H -3.715890 0.565665 0.261846 -0.068 0.000 -0.004
H -2.893202 0.570096 -2.067356 -0.042 0.026 -0.069
H -0.514662 0.093083 -2.532345 0.011 0.038 -0.099